{
  "formula": "C5H11NO",
  "method": "wB97M-V/def2-TZVPD",
  "homo_lumo_gap_ev": 8.40,
  "largest_force_ev_per_a": 8.25,
  "relative_energy_kcal_mol": 123.7,
  "e_lumo_ev": 0.251,
  "charge": 0,
  "species": ["C", "C", "N", "C", "C", "C", "O", "H", "H", "H", "H", "H", "H", "H", "H", "H", "H", "H"],
  "coordinates": [[-0.980, -2.242, 0.053], [0.476, -1.680, -0.423], [0.342, -0.392, -1.095], [0.787, 2.009, -1.162], [0.625, 0.877, -0.507], [-0.504, 0.903, 1.352], [0.258, 0.138, 1.934], [-1.045, -3.197, 0.587], [-1.641, -2.332, -0.762], [-1.375, -1.383, 0.611], [1.124, -2.342, -0.943], [0.911, -1.536, 0.616], [-0.417, -0.410, -1.763], [-4.211, 3.937, 0.561], [1.510, 2.820, -0.934], [0.375, 2.172, -2.221], [1.383, 0.682, 0.333], [-3.500, 4.019, 0.238]],
  "lowdin_charge": [-0.067, -0.223, -0.043, -0.022, -0.400, 0.106, -0.070, 0.070, 0.032, 0.037, 0.086, 0.102, 0.121, 0.001, 0.065, 0.081, 0.125, 0.000]
}